DFT (ωB97M-V/def2-TZVPD) results for a 5-piece molecular cluster, C36H74N5O14P overall.

CARTESIAN COORDINATES (ANGSTROEM)
C1 -2.60107 -0.05795 -0.94294
C2 -1.81053 -1.48898 -0.92459
C3 -1.21976 -1.87742 -2.37214
C4 -0.68846 -3.40951 -2.32060
O1 -0.48748 -3.78335 -0.91395
C5 0.90925 -3.74684 -0.67926
C6 1.80571 -2.50638 -1.04983
C7 3.36070 -2.49249 -0.82805
C8 3.99245 -3.78521 -0.20202
P1 5.85251 -3.84457 0.03505
O2 6.43815 -2.41532 0.16041
O3 6.36789 -4.86021 1.28785
O4 6.50102 -4.46988 -1.44315
C9 3.10525 -4.98335 0.19166
C10 1.56961 -4.98464 -0.03147
C11 0.98183 -6.36778 0.49294
O5 -0.10323 -6.93930 0.29718
N1 2.11695 -6.90516 1.30616
C12 3.43818 -6.40143 0.83618
O6 4.49411 -7.05239 0.93696
H1 -3.67010 -0.26092 -1.28703
H2 -2.04595 0.59567 -1.69823
H3 -2.54344 0.33505 0.12703
H4 -2.61389 -2.27938 -0.67950
H5 -1.01506 -1.39023 -0.11005
H6 -2.04360 -1.82960 -3.17918
H7 -0.41690 -1.13195 -2.69277
H8 0.22398 -3.60089 -2.98327
H9 -1.53390 -4.06389 -2.73855
H10 1.36800 -1.56359 -1.53276
H11 3.98565 -1.57647 -1.11717
H12 6.60231 -5.71277 0.82880
H13 5.81934 -4.18116 -2.10556
H14 2.07053 -6.61470 2.29611
C13 -0.51290 4.67522 4.28979
O7 -0.07743 3.43452 4.82511
C14 -0.73670 3.09541 6.04604
C15 -1.59296 1.84707 5.84247
N2 -2.74677 2.14225 4.99223
C16 -3.48026 0.95013 4.56427
C17 -2.75071 -0.01951 3.62148
O8 -2.47768 0.53042 2.33642
C18 -1.24697 1.23794 2.24641
H15 0.09737 4.89730 3.41334
H16 -1.55887 4.61494 3.97607
H17 -0.38288 5.48071 5.01863
H18 -1.32786 3.92701 6.44372
H19 0.04706 2.86827 6.77613
H20 -1.94314 1.48635 6.81563
H21 -0.95948 1.07521 5.39337
H22 -2.42681 2.63448 4.16426
H23 -4.37908 1.30588 4.04983
H24 -3.82252 0.40291 5.44957
H25 -3.42392 -0.86588 3.44502
H26 -1.84500 -0.44322 4.06966
H27 -0.48322 0.83561 2.91755
H28 -1.40517 2.30012 2.44497
H29 -0.88210 1.15228 1.22010
C19 -3.59324 -8.83284 -4.63002
O9 -4.43246 -8.16282 -5.55970
C20 -5.81919 -8.26397 -5.22835
C21 -6.37762 -6.88384 -4.88380
N3 -5.84138 -6.40595 -3.60883
C22 -6.15229 -5.00178 -3.33369
C23 -5.51435 -3.94900 -4.25351
O10 -4.09687 -3.87358 -4.13852
C24 -3.38606 -4.76270 -4.98761
H30 -2.56847 -8.78206 -5.00231
H31 -3.63035 -8.34441 -3.65208
H32 -3.87820 -9.88456 -4.53651
H33 -6.00083 -8.98242 -4.42221
H34 -6.33032 -8.63437 -6.12294
H35 -7.46919 -6.94370 -4.81659
H36 -6.11640 -6.20301 -5.70054
H37 -4.83250 -6.51521 -3.61511
H38 -5.81430 -4.80281 -2.31127
H39 -7.23978 -4.86939 -3.33501
H40 -5.88986 -2.97069 -3.93357
H41 -5.81997 -4.06173 -5.29967
H42 -3.91415 -4.96117 -5.92395
H43 -3.17778 -5.69853 -4.46358
H44 -2.42348 -4.30406 -5.22677
C25 7.77724 0.26437 1.38038
O11 7.22038 0.79419 2.57657
C26 7.69560 2.10645 2.87703
C27 6.54523 3.10809 2.79386
N4 6.11710 3.29661 1.40717
C28 4.87488 4.05941 1.27833
C29 3.59360 3.40816 1.82201
O12 3.19650 2.24316 1.10596
C30 3.77695 1.03383 1.57449
H45 7.43182 -0.76515 1.27322
H46 7.43841 0.83483 0.51042
H47 8.87028 0.26266 1.42791
H48 8.53200 2.40195 2.23495
H49 8.06342 2.08053 3.90822
H50 6.87314 4.06925 3.20456
H51 5.72472 2.72813 3.41123
H52 5.97974 2.38676 0.97900
H53 4.73050 4.24125 0.20798
H54 5.00739 5.04083 1.74729
H55 2.78160 4.13058 1.68546
H56 3.64426 3.21160 2.89880
H57 3.97642 1.05437 2.64913
H58 4.69415 0.81491 1.02282
H59 3.07481 0.22159 1.37089
C31 -3.34867 7.95901 -2.08073
O13 -2.03403 7.64288 -2.51454
C32 -1.06529 8.60782 -2.09814
C33 -0.07912 7.97172 -1.11924
N5 -0.72511 7.68476 0.16223
C34 0.09500 6.86875 1.05974
C35 0.38359 5.42302 0.62562
O14 -0.77426 4.59499 0.59322
C36 -1.48378 4.61646 -0.63667
H60 -4.03234 7.22586 -2.51248
H61 -3.42196 7.90026 -0.99097
H62 -3.64290 8.95467 -2.42468
H63 -1.52969 9.50400 -1.67352
H64 -0.51849 8.91259 -2.99639
H65 0.75862 8.65801 -0.95542
H66 0.30639 7.05606 -1.57927
H67 -1.59581 7.19322 -0.01140
H68 -0.43458 6.83204 2.01772
H69 1.04333 7.38501 1.24605
H70 1.04066 4.98305 1.38367
H71 0.93554 5.36873 -0.31943
H72 -0.82814 4.78644 -1.49492
H73 -2.27207 5.37223 -0.60591
H74 -1.97004 3.64626 -0.76240

**Frontier orbital gap**: 0.257 hartree
**Net charge**: 0
**Structure (SMILES)**: CCCCOc1ccc(P(=O)(O)O)c2c1C(=O)NC2=O.COCCNCCOC.COCCNCCOC.COCCNCCOC.COCCNCCOC
**Multiplicity**: 1

These are the Löwdin partial charges, in e, on atoms 1 to 8: -0.1041, -0.2298, -0.1734, -0.1668, -0.1137, -0.1175, 0.0473, 0.0068



DFT (ωB97M-V/def2-TZVPD) results for a 2-piece molecular cluster, C8H10O2S overall.

CARTESIAN COORDINATES (ANGSTROEM)
C1 -0.67883 1.60787 1.17139
C2 0.46781 0.91074 0.41120
S1 1.35509 1.66731 -0.83401
C3 0.78891 -0.38827 0.76362
C4 0.22138 -1.06391 2.07678
C5 1.81166 -1.01744 -0.06893
C6 2.25329 -0.63593 -1.24546
O1 2.59920 -0.48783 -2.35710
H1 -0.54004 2.02515 2.14468
H2 -1.50120 0.92473 1.42637
H3 -0.95170 2.48637 0.58692
H4 0.28299 1.83583 -1.55166
H5 -0.87201 -0.87897 2.20417
H6 0.76410 -0.64284 2.80429
H7 0.48115 -2.21761 1.92620
H8 2.18131 -2.01597 0.10557
C7 -1.39920 -0.59069 -2.29486
C8 -2.17028 -0.11567 -1.34616
O2 -2.90233 0.33901 -0.54236
H9 -1.88225 -0.95483 -3.27578
H10 -0.30905 -0.78706 -2.10487

**Frontier orbital gap**: 0.311 hartree
**Net charge**: 0
**Structure (SMILES)**: C/C(S)=C(\C)C=C=O.C=C=O
**Multiplicity**: 1

These are the natural (NBO) partial charges, in e, on atoms 1 to 8: -0.6558, -0.2441, 0.1154, 0.0399, -0.6141, -0.5953, 0.7136, -0.4824



> Look up the net charge of the first one.

0



> Look up the frontier orbital gap of the second one.

0.311 hartree



> Among the records above, which one has the lowest frontier orbital gap?

C36H74N5O14P